1.
{"formula": "C21H20ClN3O2S", "method": "wB97M-V/def2-TZVPD", "species": ["C", "Cl", "H", "H", "C", "C", "S", "C", "H", "H", "H", "C", "H", "H", "H", "C", "H", "C", "C", "H", "N", "C", "H", "C", "C", "C", "C", "H", "H", "C", "N", "H", "H", "N", "H", "O", "C", "H", "C", "C", "C", "H", "H", "C", "C", "C", "O", "H"], "coordinates": [[-1.324, 4.782, -0.745], [2.899, -4.602, 2.608], [-1.271, 5.628, -1.497], [2.843, 5.944, -4.006], [1.624, -5.743, 2.725], [0.306, -5.362, 2.912], [-1.487, -1.703, 2.929], [0.046, 3.358, -2.193], [1.646, -9.092, 3.181], [2.953, 4.521, -5.087], [0.236, 6.192, -4.947], [2.604, 4.830, -4.124], [-0.873, -8.719, 3.592], [-0.394, -1.665, -1.807], [0.922, 3.713, -4.533], [-0.576, -6.491, 3.187], [3.147, -7.199, 2.553], [-1.096, 2.424, -0.119], [-0.884, 3.474, -1.037], [1.004, -1.173, -1.136], [-0.974, -0.036, 0.449], [0.153, 5.681, -4.029], [-2.392, 6.010, 0.692], [-0.160, -3.936, 2.775], [-0.608, 0.973, -0.336], [-1.874, 2.654, 1.003], [1.227, -8.065, 3.222], [-0.886, 5.325, -4.116], [-2.947, 4.080, 2.243], [-2.410, 3.906, 1.247], [-0.509, -1.304, 0.394], [0.299, 6.509, -3.218], [0.022, 0.700, -1.260], [-0.098, -3.385, 1.488], [-2.025, 1.922, 1.759], [-0.269, 2.436, -2.994], [-2.108, 5.010, 0.331], [0.571, -2.810, -0.801], [0.163, -1.758, -0.875], [1.167, 4.554, -3.926], [2.085, -7.039, 2.756], [3.185, 4.228, -3.301], [-1.497, -3.510, 4.598], [-1.023, -3.171, 3.639], [-0.580, -2.201, 1.473], [-0.178, -7.879, 3.328], [0.960, 4.353, -2.475], [-1.621, -6.367, 3.474]], "forces_ev_per_angstrom": [[-0.566, 0.624, -1.856], [0.280, 1.086, -0.383], [0.690, -1.263, 0.968], [-0.172, -1.548, 0.008], [0.324, 0.267, -0.003], [-1.498, -1.835, 0.634], [0.708, -0.018, -1.042], [-1.664, -2.096, -3.194], [-0.329, 0.711, 0.461], [0.172, -0.197, -0.589], [0.465, 0.836, -1.430], [2.093, 1.272, 2.155], [0.714, 1.213, -0.318], [-1.049, -0.141, 0.492], [-0.693, -0.855, 0.107], [0.142, -0.817, 0.700], [-0.474, -0.189, 0.204], [0.163, -1.989, -1.061], [1.898, 0.857, 1.334], [1.244, 0.963, 0.461], [0.307, 2.448, 0.756], [-0.098, 1.509, -0.049], [-0.081, -0.444, -0.726], [-3.264, 0.768, 0.674], [0.292, -2.505, -0.565], [-0.581, 1.496, 0.375], [-0.119, -0.932, -2.112], [0.359, -0.138, 0.809], [0.675, -0.111, -1.761], [0.455, 1.664, 0.063], [1.061, -0.419, -3.007], [-0.299, -1.811, -1.283], [-0.926, 0.963, 1.425], [1.340, 0.020, 0.865], [-0.014, -0.841, 0.133], [1.844, 2.348, 1.576], [-1.241, -1.215, 3.632], [-0.884, 1.198, 0.296], [0.285, -1.589, 0.610], [-1.174, 1.335, 1.600], [-0.930, -1.341, 1.293], [-0.906, 1.204, -1.671], [0.945, 0.471, -1.034], [1.541, -2.869, -0.219], [-1.567, 1.899, 0.012], [1.619, 2.395, 0.180], [-1.194, -3.095, 1.037], [0.106, 0.713, -0.556]], "smiles": "CC(C)OC(=O)c1ccccc1/C=N/N(C)c1nc(-c2ccccc2Cl)cs1", "charge": 0, "e_above_lowest_kcal_mol": 94.6}

***

2.
{"formula": "C27H26Cl6F4", "method": "wB97M-V/def2-TZVPD", "species": ["C", "F", "C", "C", "F", "Cl", "H", "H", "C", "H", "H", "H", "C", "H", "H", "H", "H", "H", "H", "C", "H", "C", "C", "C", "Cl", "Cl", "F", "H", "H", "C", "C", "C", "Cl", "C", "H", "C", "H", "H", "Cl", "C", "C", "C", "H", "C", "C", "C", "C", "H", "Cl", "C", "H", "H", "F", "H", "H", "H", "H", "C", "H", "C", "C", "C", "C"], "coordinates": [[8.255, 5.638, 3.865], [0.567, 4.654, -0.526], [-1.092, 1.440, -0.614], [-13.019, 2.749, 2.781], [-9.511, 2.609, 1.588], [5.719, 10.245, -1.635], [-1.641, 3.511, -0.478], [-2.326, -9.801, -0.397], [-2.123, -8.792, -2.295], [10.356, 5.612, -3.641], [9.116, 4.986, 3.714], [2.122, 0.432, -0.882], [-12.845, 3.197, 4.044], [-9.418, 3.345, 4.033], [7.633, 5.750, 2.977], [-2.105, 1.067, -0.616], [-14.030, 2.601, 2.431], [-4.232, -5.923, -0.833], [-12.160, 2.247, 0.900], [4.238, -5.759, 0.728], [3.811, 10.592, -0.433], [-3.091, -6.671, -2.451], [-3.621, -6.763, -1.127], [-2.373, -7.676, -3.067], [8.961, 3.817, -3.129], [9.005, 7.191, 4.396], [5.883, -7.010, -2.801], [-2.012, -7.410, -4.050], [-0.239, -0.421, -0.909], [5.291, -6.662, -1.733], [-10.422, 3.106, 3.715], [5.682, -5.439, -1.171], [4.119, 12.818, -1.214], [10.034, 4.732, -4.198], [-3.747, -7.947, 0.596], [3.821, -6.963, 0.201], [3.853, -5.488, 1.700], [6.534, -4.897, -1.552], [11.332, 3.634, -4.745], [-0.835, 2.795, -0.419], [-11.575, 3.441, 4.534], [4.701, 11.200, -0.596], [5.165, 11.443, 0.359], [-2.655, -8.962, -0.991], [-10.625, 2.748, 2.357], [5.209, -5.002, 0.072], [-3.373, -7.909, -0.416], [2.525, 3.005, -0.688], [7.287, 4.969, 5.171], [-0.015, 0.628, -0.786], [-11.573, 3.916, 5.504], [-1.507, -9.575, -2.712], [-3.348, -5.574, -3.163], [3.049, -7.611, 0.588], [9.517, 5.120, -5.076], [5.600, -4.114, 0.545], [-13.599, 3.528, 4.742], [1.306, 1.130, -0.764], [4.001, -8.423, -1.269], [4.311, -7.417, -1.026], [1.568, 2.507, -0.640], [0.458, 3.296, -0.420], [-11.921, 2.509, 1.920]], "forces_ev_per_angstrom": [[0.788, 0.202, 0.428], [0.253, -0.446, 0.562], [0.048, 1.413, 0.489], [0.267, -0.660, -1.475], [-0.950, -0.064, 0.095], [0.376, 0.282, -0.274], [-0.095, 0.105, 0.395], [-0.286, -0.175, -0.063], [-0.232, -0.998, 0.741], [0.616, -0.448, 0.014], [-0.389, -0.031, -0.209], [0.095, 0.016, -0.076], [0.804, 1.038, 1.558], [0.063, -0.145, 0.140], [0.247, 0.246, 0.216], [-0.012, -0.010, -0.114], [0.033, -0.106, -0.338], [0.044, -0.076, 0.502], [0.319, -0.160, -0.109], [0.064, 0.036, 0.549], [0.062, 0.328, 0.032], [-0.800, -0.724, 1.566], [0.597, 0.614, -2.689], [-0.363, 1.138, 0.854], [-0.285, 0.215, -0.108], [-0.426, -0.263, -0.456], [1.128, -1.568, -2.957], [0.237, -0.651, -0.148], [0.518, -0.217, -0.093], [-2.325, 1.592, 4.522], [-1.745, 1.287, 0.121], [0.427, -0.017, 0.967], [0.477, -0.956, -0.040], [-0.101, 0.024, -0.111], [0.010, -0.310, 0.111], [0.064, -0.093, -1.567], [0.037, 0.334, 0.044], [-0.092, -0.012, -0.607], [-0.063, 0.710, 0.114], [-0.309, 0.416, -0.387], [1.797, -0.952, -1.743], [-1.154, 0.607, 0.624], [0.239, -0.265, -0.341], [0.969, 1.049, -0.925], [-0.194, -0.070, 2.157], [-0.695, -0.937, -0.357], [-0.052, -0.353, 0.203], [0.230, -0.393, -0.068], [-0.220, -0.153, 0.017], [1.222, -0.715, 0.201], [0.881, -0.185, 0.133], [0.035, -0.160, 0.024], [-0.156, 0.647, -0.173], [0.036, 0.273, 0.716], [-0.169, -0.499, 0.094], [0.045, 0.098, -0.164], [-0.728, -0.371, -0.443], [-0.327, 0.221, -0.133], [0.123, 0.038, -0.741], [1.182, 0.258, -0.405], [-0.728, -0.680, 0.521], [-0.894, 0.289, -1.298], [-0.547, 0.388, -0.095]], "smiles": "Fc1ccccc1.Fc1ccccc1.Fc1ccccc1.Fc1ccccc1.ClCCl.ClCCl.ClCCl", "charge": 0}

***

3.
{"formula": "C3H10N2O", "method": "wB97M-V/def2-TZVPD", "species": ["C", "H", "N", "N", "C", "H", "H", "H", "C", "H", "O", "H", "H", "H", "H", "H"], "coordinates": [[-0.286, 1.007, 0.942], [0.293, 1.576, -1.560], [-0.020, 2.142, 0.417], [0.060, -0.172, 0.384], [-0.633, -1.392, 0.742], [0.472, -0.136, -0.541], [-0.200, 0.748, -2.741], [-0.912, -1.365, 1.796], [0.242, -2.598, 0.390], [0.037, 2.872, 1.112], [0.614, 1.109, -2.357], [-1.512, -1.503, 0.114], [1.307, -2.340, 0.343], [0.045, -2.903, -0.652], [0.132, -3.533, 0.941], [-0.868, 0.898, 1.863]], "forces_ev_per_angstrom": [[-0.253, 0.246, 0.057], [0.313, 0.364, -0.046], [0.952, -0.429, -0.279], [-0.443, -0.017, 0.158], [0.419, -0.741, -0.414], [0.138, 0.086, -0.008], [0.338, 0.160, -0.065], [0.012, 0.072, -0.090], [0.701, -0.409, -1.220], [-0.763, 0.290, -0.060], [-0.640, -0.291, 0.193], [-0.616, 0.122, 0.299], [-0.185, 0.045, 0.529], [-0.129, 0.179, 0.225], [-0.236, 0.394, 0.443], [0.394, -0.071, 0.279]], "smiles": "[H]/N=C/NCC.O", "charge": 0, "e_above_lowest_kcal_mol": 21.6}

***

4.
{"formula": "C3H16NO5S", "method": "wB97M-V/def2-TZVPD", "species": ["H", "C", "H", "O", "O", "H", "O", "H", "C", "C", "H", "H", "O", "S", "H", "O", "H", "H", "H", "H", "H", "H", "N", "H", "H", "H"], "coordinates": [[-1.451, -0.335, -0.631], [1.535, -1.087, -0.433], [2.364, -1.740, -0.156], [-1.915, 0.500, -1.142], [-0.937, 3.018, -1.249], [-0.795, -0.757, 1.531], [-0.755, -0.422, 2.523], [1.370, -0.075, 1.427], [1.522, 0.170, 0.386], [0.285, -1.969, -0.172], [-1.302, -1.087, 2.959], [0.147, -2.567, -1.089], [-0.880, -1.305, 0.172], [3.034, 1.166, 0.306], [3.324, 0.854, -0.958], [-2.280, 1.660, 1.741], [-2.859, 0.348, -1.044], [-1.281, 2.090, -1.195], [-1.596, 1.131, 2.208], [1.060, -0.033, -2.136], [1.554, -1.579, -2.405], [-2.194, 1.410, 0.810], [1.721, -0.751, -1.849], [-0.919, 3.246, -0.306], [0.550, -2.665, 0.642], [0.697, 0.780, 0.059]], "forces_ev_per_angstrom": [[0.024, 0.283, -0.129], [-0.113, -0.665, -0.564], [0.384, 0.178, 0.069], [-0.051, -0.378, 0.215], [-0.114, -0.315, 0.687], [0.037, 0.046, 0.230], [0.077, -0.534, 0.021], [-0.102, 0.018, 0.294], [0.159, 0.027, 0.121], [-0.334, 0.291, 0.352], [0.071, 0.263, 0.082], [0.012, -0.156, 0.046], [0.097, -0.015, -0.202], [0.238, -0.058, 0.168], [0.031, 0.007, -0.214], [0.099, 0.431, 0.095], [-0.016, 0.035, -0.123], [0.061, 0.301, -0.407], [-0.433, -0.130, -0.369], [-0.097, -0.175, 0.027], [-0.078, 0.038, -0.153], [0.105, -0.150, 0.117], [0.199, 0.320, 0.034], [0.078, 0.157, -0.340], [0.054, -0.085, -0.030], [-0.387, 0.265, -0.029]], "charge": -1, "e_above_lowest_kcal_mol": 0.0}

***

5.
{"formula": "C6HF6O5", "method": "wB97M-V/def2-TZVPD", "species": ["F", "F", "F", "C", "O", "H", "F", "O", "O", "F", "C", "C", "C", "C", "O", "O", "F", "C"], "coordinates": [[2.012, -0.704, 1.819], [1.893, 1.488, 1.787], [-0.467, -0.086, 2.157], [-1.992, -0.967, -0.162], [-3.681, -0.698, -1.764], [1.429, 1.226, -1.729], [0.148, -1.920, 0.307], [-2.474, -1.766, 0.568], [3.135, -0.344, -0.587], [0.060, -0.460, -1.309], [-0.437, -0.761, -0.078], [0.031, 0.296, 0.943], [2.304, 0.421, -0.245], [1.579, 0.344, 1.097], [-2.284, 1.024, -1.324], [1.910, 1.503, -0.938], [-0.422, 1.526, 0.667], [-2.743, -0.123, -1.209]], "forces_ev_per_angstrom": [[-0.049, 0.249, -0.159], [-0.068, -0.354, -0.047], [0.065, 0.232, -0.281], [0.495, 0.309, -0.601], [-0.138, -0.144, -0.080], [0.088, 0.057, -0.146], [0.009, -0.113, -0.086], [-0.306, -0.697, 0.872], [0.559, -0.745, -0.202], [0.187, -0.076, -0.111], [-0.497, 0.182, 0.146], [-0.142, -0.083, 0.518], [-0.101, 0.334, 0.037], [0.038, 0.451, 0.388], [0.204, 0.287, 0.092], [-0.242, 0.382, -0.041], [0.189, -0.401, 0.098], [-0.292, 0.129, -0.396]], "smiles": "O=C([O-])C(=O)C(F)(F)C(F)(F)C(F)(F)C(=O)O", "charge": -1, "e_above_lowest_kcal_mol": 0.0}

***

6.
{"formula": "C4H9N3O", "method": "wB97M-V/def2-TZVPD", "species": ["C", "N", "H", "O", "H", "H", "H", "H", "C", "N", "C", "H", "H", "H", "N", "H", "C"], "coordinates": [[-2.216, -0.649, 0.343], [-1.919, 0.533, -0.523], [-1.237, -1.094, 0.542], [1.394, 1.881, 0.437], [-1.630, 0.350, -1.433], [-2.880, -1.340, -0.167], [1.205, -0.857, 1.434], [3.218, -0.781, -0.921], [1.293, -0.949, 0.322], [0.966, 0.008, -0.797], [2.439, -0.253, -0.256], [1.094, -2.014, -0.294], [-2.489, -0.406, 1.311], [-1.608, 2.426, -0.234], [-0.907, 1.442, -0.044], [2.815, 0.459, 0.413], [0.462, 1.244, -0.132]], "forces_ev_per_angstrom": [[2.983, 0.207, -2.149], [-0.380, 0.236, 1.689], [-0.137, -0.882, -0.263], [-4.260, 0.506, -1.240], [0.128, -1.376, -1.811], [-0.051, 0.155, 0.065], [-0.870, 0.146, -1.269], [-1.802, 0.996, 0.739], [0.064, -4.347, -2.690], [0.449, 1.010, 2.333], [-0.461, -1.621, -2.091], [0.462, 2.357, 2.859], [-1.426, 1.084, 1.588], [4.352, -3.113, 1.349], [-3.731, 3.273, -0.633], [0.583, 1.065, 0.191], [4.097, 0.304, 1.334]], "smiles": "CNNC(=O)N1CC1", "charge": 0, "e_above_lowest_kcal_mol": 133.6}

***

7.
{"formula": "C2H4N2O2", "method": "wB97M-V/def2-TZVPD", "species": ["N", "C", "C", "H", "H", "H", "N", "H", "O", "O"], "coordinates": [[0.305, 0.245, -1.789], [-0.529, 0.113, 0.501], [-0.285, -0.189, 1.768], [-0.995, 0.013, 2.547], [1.365, -0.762, -0.142], [0.644, -0.650, 2.058], [0.378, -0.151, -0.503], [-1.442, 0.582, 0.163], [-0.700, 0.816, -2.125], [1.260, -0.019, -2.477]], "forces_ev_per_angstrom": [[0.149, -0.169, 0.366], [-0.743, 0.456, -0.015], [0.081, -0.045, -0.095], [-0.224, 0.066, 0.031], [-3.891, 2.671, -2.130], [0.217, -0.106, 0.088], [4.553, -3.148, 2.456], [0.000, 0.015, 0.009], [-0.683, 0.433, -0.240], [0.541, -0.173, -0.470]], "smiles": "C=CN[N+](=O)[O-]", "charge": 0, "e_above_lowest_kcal_mol": 134.5}

***

| no. | lowest unoccupied orbital energy (eV) | Kohn-Sham gap (eV) |
| --- | --- | --- |
| 1 | 0.035 | 7.67 |
| 2 | 0.252 | 9.41 |
| 3 | 0.887 | 9.95 |
| 4 | 3.257 | 8.46 |
| 5 | 3.102 | 8.24 |
| 6 | 0.915 | 9.97 |
| 7 | 0.437 | 9.96 |